Version w
Formula: C5H5N3
Source: the OMol25 dataset
Level of theory: ωB97M-V/def2-TZVPD

Its SMILES is c1nc2c[nH]cc2[nH]1. The calculation puts the HOMO-LUMO gap at 8.6 eV. Its LUMO energy is 0.897 eV. The HOMO energy comes out at -7.7 eV.

Geometry as ORCA input:
```
! RIJCOSX wB97M-V def2-TZVPD def2/J DEFGRID3
* xyz 0 1
C -1.12543 -1.89667 0.60012
C -0.77682 0.13465 -0.24128
C -0.72276 1.44739 -0.52859
C 1.41057 0.72358 -0.13576
C 0.49785 -0.34905 0.02474
H 1.01857 -2.45604 0.81914
H -1.81998 -2.58419 1.12238
H -1.31070 2.12126 -1.20871
H 1.09207 2.59206 -1.09139
H 2.46525 0.95036 0.19224
N 0.35194 -1.64237 0.60730
N -1.64503 -0.85554 0.19812
N 0.56447 1.81457 -0.35831
*
```


Version x
Formula: C5H5N3
Source: the OMol25 dataset
Level of theory: ωB97M-V/def2-TZVPD

Its SMILES is C=N/N=C1/C=CN=C1. The calculation puts the HOMO-LUMO gap at 7.4 eV. Its LUMO energy is -1.478 eV. The HOMO energy comes out at -8.9 eV.

Geometry as ORCA input:
```
! RIJCOSX wB97M-V def2-TZVPD def2/J DEFGRID3
* xyz 0 1
C 0.69406 -2.67824 1.12848
C -0.38056 0.25833 -0.12618
C -1.31012 1.18468 -0.41172
C -0.61396 2.22184 -1.17740
C 0.94229 0.86101 -0.46314
H 1.34544 -3.31252 1.42561
H -0.45510 -2.88833 0.74079
H -2.22729 0.70949 -0.17331
H -1.15379 3.17411 -1.43283
H 1.86255 0.66990 -0.12197
N 0.96563 -1.27785 1.10417
N -0.44758 -0.89966 0.53695
N 0.77843 1.97724 -1.02945
*
```


Version y
Formula: C5H5N3
Source: the OMol25 dataset
Level of theory: ωB97M-V/def2-TZVPD

Its SMILES is C=C/C(C#N)=N/N=C. The calculation puts the HOMO-LUMO gap at 9.1 eV. Its LUMO energy is -0.727 eV. The HOMO energy comes out at -9.8 eV.

Geometry as ORCA input:
```
! RIJCOSX wB97M-V def2-TZVPD def2/J DEFGRID3
* xyz 0 1
C -2.59125 -0.65355 0.02940
C -1.28926 -0.77223 -0.17051
C -0.26814 0.26503 0.02681
C 3.00039 -0.05633 -0.00434
C -0.68408 1.65729 0.04024
H -3.31289 -1.48741 -0.02482
H -2.95288 0.24411 0.43434
H -0.71443 -1.75958 -0.24677
H 2.93543 -1.10193 0.05933
H 3.99230 0.44888 0.15213
N 0.89739 -0.21155 -0.12807
N 1.94622 0.65120 -0.03626
N -0.95879 2.77607 -0.13149
*
```


Version z
Formula: C5H5N3
Source: the OMol25 dataset
Level of theory: ωB97M-V/def2-TZVPD

Its SMILES is C=NNCC#CC#N. The calculation puts the HOMO-LUMO gap at 7.8 eV. Its LUMO energy is -1.147 eV. The HOMO energy comes out at -8.9 eV.

Geometry as ORCA input:
```
! RIJCOSX wB97M-V def2-TZVPD def2/J DEFGRID3
* xyz 0 1
C 1.04417 0.55531 -1.89493
C -0.41526 -1.20192 -0.20067
C -0.09013 -0.62332 1.23469
C 0.55927 0.34597 1.97560
C 0.25777 1.04874 3.13804
H 1.55703 1.23616 -2.44759
H 1.59496 -0.22271 -1.37290
H -1.99072 -0.03140 -1.00005
H -1.24648 -1.87179 0.07253
H 0.33810 -1.61757 -0.70601
N -0.33543 0.57647 -1.83561
N -1.06905 -0.05691 -0.99010
N -0.20423 1.86298 4.02699
*
```


Which structure is the least stable? The one labeled version z.


Version w
Formula: C5H5N3
Source: the OMol25 dataset
Level of theory: ωB97M-V/def2-TZVPD

Its SMILES is N#CC1=CN=CNC1. The calculation puts the HOMO-LUMO gap at 9.3 eV. Its LUMO energy is 0.086 eV. The HOMO energy comes out at -9.2 eV.

Geometry as ORCA input:
```
! RIJCOSX wB97M-V def2-TZVPD def2/J DEFGRID3
* xyz 0 1
C -2.09484 0.11694 0.07208
C -0.58622 0.35062 0.03835
C 0.31383 1.29767 0.10580
C 2.08107 -0.05997 -0.07253
C -0.13720 -1.16248 0.14263
H 0.00500 2.37502 0.07949
H 3.23320 -0.20586 -0.50592
H 1.81190 -2.06108 -0.66542
H -0.84044 -1.43875 -0.67753
H -0.53886 -1.58243 1.07648
N -3.30840 0.00168 -0.18920
N 1.75158 1.16780 -0.03323
N 1.39530 -1.21856 0.07599
*
```


Version x
Formula: C5H5N3
Source: the OMol25 dataset
Level of theory: ωB97M-V/def2-TZVPD

Its SMILES is N#C[C@H]1N=CN2C[C@H]12. The calculation puts the HOMO-LUMO gap at 10.8 eV. Its LUMO energy is 0.692 eV. The HOMO energy comes out at -10.1 eV.

Geometry as ORCA input:
```
! RIJCOSX wB97M-V def2-TZVPD def2/J DEFGRID3
* xyz 0 1
C -1.68357 -0.54532 0.69766
C -0.41347 -0.14293 0.68536
C 1.04785 -0.85810 -0.77273
C 1.58310 1.55733 -0.23484
C 0.10277 1.17413 -0.24921
H -0.25843 0.06571 1.82798
H 1.54960 -1.47361 -1.40958
H 2.09595 2.46087 -0.53682
H 2.14950 1.20047 0.74832
H -0.59470 2.02436 -0.57944
N -2.81923 -0.95680 0.86763
N 0.44045 -1.23510 0.21162
N 1.12706 0.56498 -1.19465
*
```


Version y
Formula: C5H5N3
Source: the OMol25 dataset
Level of theory: ωB97M-V/def2-TZVPD

Its SMILES is C=N/N=C1/C=CN=C1. The calculation puts the HOMO-LUMO gap at 7.7 eV. Its LUMO energy is -1.289 eV. The HOMO energy comes out at -9.0 eV.

Geometry as ORCA input:
```
! RIJCOSX wB97M-V def2-TZVPD def2/J DEFGRID3
* xyz 0 1
C -2.63509 -1.18656 0.05218
C 0.48068 -0.10128 -0.02128
C 1.80655 -0.25780 0.35994
C 2.24533 1.14667 0.22858
C 0.20900 1.27795 -0.57511
H -3.75582 -0.69217 0.26995
H -2.64396 -2.33261 0.26716
H 2.39743 -1.29586 0.62072
H 3.27031 1.41587 0.47648
H -0.69745 1.77814 -0.90080
N -1.66954 -0.47639 -0.16105
N -0.34437 -1.11433 -0.12372
N 1.33693 1.83838 -0.49304
*
```


Which structure is the least stable? The one labeled version y.


Version w
Formula: C3H4N4
Source: the OMol25 dataset
Level of theory: ωB97M-V/def2-TZVPD

The calculation puts the HOMO-LUMO gap at 9.0 eV. Its LUMO energy is 0.182 eV. The HOMO energy comes out at -8.8 eV.

Geometry as ORCA input:
```
! RIJCOSX wB97M-V def2-TZVPD def2/J DEFGRID3
* xyz 0 1
N -1.40664 0.08633 -1.21099
C -0.17545 -0.05393 -0.55463
C 0.51923 -1.26697 -0.32418
N 0.06559 -0.79901 0.77720
C 1.16008 0.62620 1.61769
N 1.06091 1.33119 0.59508
N 0.64151 1.16720 -0.58107
H -1.96769 -0.75530 -1.18307
H -1.93225 0.87865 -0.86000
H 1.21094 -2.04599 -0.63316
H 0.76901 0.89580 2.59188
*
```


Version x
Formula: C3H4N4
Source: the OMol25 dataset
Level of theory: ωB97M-V/def2-TZVPD

Its SMILES is Nc1cncnn1. The calculation puts the HOMO-LUMO gap at 9.1 eV. Its LUMO energy is 0.261 eV. The HOMO energy comes out at -8.8 eV.

Geometry as ORCA input:
```
! RIJCOSX wB97M-V def2-TZVPD def2/J DEFGRID3
* xyz 0 1
N 1.97059 -0.22653 -0.51244
C 0.62004 -0.19769 -0.21890
C 0.11472 0.79148 0.60358
N -1.18727 0.71897 0.94970
C -2.02424 -0.09151 0.37643
N -1.68623 -0.94218 -0.72330
N -0.44505 -1.04887 -1.03324
H 2.56682 0.59534 -0.41086
H 2.42267 -1.02716 -0.91640
H 0.65973 1.65271 1.03720
H -3.01179 -0.22457 0.84823
*
```


Which structure is the least stable? The one labeled version w.


Version w
Formula: C3H4N4
Source: the OMol25 dataset
Level of theory: ωB97M-V/def2-TZVPD

The calculation puts the HOMO-LUMO gap (spin up / spin down) at 7.5 / 7.1 eV. Its LUMO energy (spin up / spin down) is -1.168 / -1.124 eV. The HOMO energy (spin up / spin down) comes out at -8.7 / -8.2 eV.

Geometry as ORCA input:
```
! RIJCOSX wB97M-V def2-TZVPD def2/J DEFGRID3
* xyz 0 1
C -0.85534 1.22477 -0.33281
N 1.48937 -1.38897 0.10397
C -0.04881 0.04563 -0.68407
N 1.12335 -0.09785 -0.05607
N -0.80986 2.35224 0.17077
C -1.60464 -0.20088 0.24068
N -2.30844 -0.90399 0.85091
H 2.39004 -1.43975 0.57348
H 0.82452 -1.98675 0.59983
H 0.10536 2.81257 0.17789
H -0.30556 -0.41703 -1.64457
*
```


Version x
Formula: C3H4N4
Source: the OMol25 dataset
Level of theory: ωB97M-V/def2-TZVPD

The calculation puts the HOMO-LUMO gap at 8.2 eV. Its LUMO energy is 0.073 eV. The HOMO energy comes out at -8.1 eV.

Geometry as ORCA input:
```
! RIJCOSX wB97M-V def2-TZVPD def2/J DEFGRID3
* xyz 0 1
N 2.13246 -0.23289 -0.34765
C 0.82148 -0.32146 -0.36184
C 0.22844 0.68285 0.52572
N -1.03324 0.84153 0.78120
C -2.07440 0.13428 0.29404
N -1.87547 -0.85329 -0.57187
N -1.33505 -1.58381 -1.25045
H 2.65708 0.44683 0.21118
H 2.68921 -0.85763 -0.91483
H 0.88299 1.39953 1.05211
H -3.09350 0.34406 0.58239
*
```


Version y
Formula: C3H4N4
Source: the OMol25 dataset
Level of theory: ωB97M-V/def2-TZVPD

Its SMILES is Nc1cncnn1. The calculation puts the HOMO-LUMO gap at 9.4 eV. Its LUMO energy is -0.070 eV. The HOMO energy comes out at -9.5 eV.

Geometry as ORCA input:
```
! RIJCOSX wB97M-V def2-TZVPD def2/J DEFGRID3
* xyz 0 1
N 1.92847 -0.05218 -0.45172
C 0.54730 -0.20332 -0.17889
C -0.02907 0.98176 0.26931
N -1.30660 1.06984 0.58024
C -1.95529 -0.10110 0.41428
N -1.45049 -1.25422 -0.00882
N -0.15281 -1.31592 -0.31950
H 2.52799 -0.58227 0.16355
H 2.17136 -0.17668 -1.42355
H 0.73610 1.75963 0.30119
H -3.01696 -0.12553 0.65392
*
```


Version z
Formula: C3H4N4
Source: the OMol25 dataset
Level of theory: ωB97M-V/def2-TZVPD

Its SMILES is Nc1cncnn1. The calculation puts the HOMO-LUMO gap at 9.6 eV. Its LUMO energy is 0.140 eV. The HOMO energy comes out at -9.5 eV.

Geometry as ORCA input:
```
! RIJCOSX wB97M-V def2-TZVPD def2/J DEFGRID3
* xyz 0 1
N -1.56940 -1.08588 -0.67290
C -0.54234 -0.21252 -0.35326
C 0.82239 -0.54416 -0.48483
N 1.71975 0.15034 0.18143
C 1.24966 1.23102 0.82181
N 0.03660 1.73920 0.67966
N -0.88603 0.98781 0.09812
H -1.44150 -1.99554 -0.24321
H -2.44825 -0.67182 -0.37448
H 1.15892 -1.35137 -1.13604
H 1.90892 1.75310 1.50765
*
```


Which structure is the least stable? The one labeled version w.


Version w
Formula: C3H4N4
Source: the OMol25 dataset
Level of theory: ωB97M-V/def2-TZVPD

Its SMILES is C1=NC=NNC=N1. The calculation puts the HOMO-LUMO gap at 8.1 eV. Its LUMO energy is -0.637 eV. The HOMO energy comes out at -8.8 eV.

Geometry as ORCA input:
```
! RIJCOSX wB97M-V def2-TZVPD def2/J DEFGRID3
* xyz 0 1
C -1.45430 0.19417 -0.24829
C 0.21125 -1.53937 0.57306
C 1.51773 0.26920 -0.06542
H -0.95848 2.18155 -0.45336
H -2.42228 0.25731 -0.72353
H 0.01380 -2.54305 1.17999
H 2.51435 0.43595 -0.38836
N -0.53284 1.34067 -0.16516
N -0.99930 -1.05428 -0.04504
N 1.28787 -0.80888 0.81340
N 0.82218 1.26673 -0.47729
*
```


Version x
Formula: C3H4N4
Source: the OMol25 dataset
Level of theory: ωB97M-V/def2-TZVPD

Its SMILES is C1Cn2nnnc21. The calculation puts the HOMO-LUMO gap at 10.8 eV. Its LUMO energy is 0.600 eV. The HOMO energy comes out at -10.2 eV.

Geometry as ORCA input:
```
! RIJCOSX wB97M-V def2-TZVPD def2/J DEFGRID3
* xyz 0 1
C -1.02974 0.79690 0.00699
C -0.93270 -0.77746 -0.04298
C 0.59028 0.81944 -0.23485
H -1.60025 1.51296 -0.69423
H -1.19225 1.21397 1.15716
H -1.51947 -1.49107 -0.66604
H -0.90362 -1.57467 0.92444
N 0.48721 -0.46457 -0.35513
N 1.73008 -1.10408 -0.09949
N 2.47485 -0.14633 0.10778
N 1.89560 1.21493 -0.10364
*
```


Which structure is the least stable? The one labeled version x.


Version w
Formula: C3H4N4
Source: the OMol25 dataset
Level of theory: ωB97M-V/def2-TZVPD

The calculation puts the HOMO-LUMO gap at 9.6 eV. Its LUMO energy is 0.225 eV. The HOMO energy comes out at -9.4 eV.

Geometry as ORCA input:
```
! RIJCOSX wB97M-V def2-TZVPD def2/J DEFGRID3
* xyz 0 1
C 0.70218 0.93202 0.75936
C -0.73193 0.70163 -1.00677
C -0.15898 -1.31739 -0.63070
H 0.43483 -0.35563 2.15379
H 1.53044 1.45939 1.33898
H -1.88645 1.41770 -1.05104
H 0.09031 -2.21332 -1.35091
N 0.10469 -0.04915 1.30281
N 0.45862 1.20390 -0.54675
N -0.94903 -0.54858 -1.50446
N 0.40532 -1.23058 0.53569
*
```


Version x
Formula: C3H4N4
Source: the OMol25 dataset
Level of theory: ωB97M-V/def2-TZVPD

The calculation puts the HOMO-LUMO gap at 7.5 eV. Its LUMO energy is -2.075 eV. The HOMO energy comes out at -9.6 eV.

Geometry as ORCA input:
```
! RIJCOSX wB97M-V def2-TZVPD def2/J DEFGRID3
* xyz 0 1
C -0.44127 -0.54471 -0.32453
C -0.13867 1.64492 -0.02280
C 1.06332 -0.14274 -0.22108
H -0.88372 -2.46751 0.38746
H -2.04279 0.84925 0.97669
H -0.39912 2.75163 0.09547
H 1.83240 -1.77663 -0.04585
N -1.21304 -1.49649 -0.06001
N -1.07423 0.74463 -0.55787
N 1.16992 1.25169 -0.04973
N 2.12720 -0.81404 -0.17776
*
```


Which structure is the least stable? The one labeled version x.


Version w
Formula: C3H10N2O
Source: the OMol25 dataset
Level of theory: ωB97M-V/def2-TZVPD

Its SMILES is CNCNOC. The calculation puts the HOMO-LUMO gap at 9.8 eV. Its LUMO energy is 1.091 eV. The HOMO energy comes out at -8.7 eV.

Geometry as ORCA input:
```
! RIJCOSX wB97M-V def2-TZVPD def2/J DEFGRID3
* xyz 0 1
C -0.33808 0.60704 -0.90021
C 2.09643 -0.00321 0.96292
C -2.20430 -0.31128 0.33615
N 1.03981 0.31054 -1.20834
N -1.04616 -0.57583 -0.48441
O 1.48773 -0.68804 -0.11033
H 1.06450 -0.32578 -2.00371
H -0.24035 -1.13618 0.01373
H -0.34346 1.38704 -0.11406
H -0.70809 1.00493 -1.86507
H 1.45133 0.79561 1.34264
H 2.26555 -0.74912 1.74181
H 3.05180 0.42257 0.66471
H -2.94939 0.23608 -0.24581
H -2.65206 -1.25741 0.63472
H -1.97527 0.28304 1.23525
*
```


Version x
Formula: C3H10N2O
Source: the OMol25 dataset
Level of theory: ωB97M-V/def2-TZVPD

Its SMILES is C/C(N)=C/N.O. The calculation puts the HOMO-LUMO gap at 8.8 eV. Its LUMO energy is 0.781 eV. The HOMO energy comes out at -8.1 eV.

Geometry as ORCA input:
```
! RIJCOSX wB97M-V def2-TZVPD def2/J DEFGRID3
* xyz 0 1
C -1.41604 1.56688 0.67889
C -0.33911 0.53485 0.28844
C 0.94371 0.77327 0.58236
N 2.05525 0.14184 0.01748
N -0.89072 -0.67725 -0.26497
H -1.90507 1.99056 -0.19978
H -0.82346 2.38690 1.10035
H -2.18297 1.20446 1.36928
H 1.03695 1.59595 1.28395
H 1.71556 -0.43853 -0.72528
H 2.85455 0.72143 -0.14740
H -1.55648 -0.54800 -1.02083
H -1.41724 -1.08303 0.50593
H 0.14719 -2.73719 -0.55989
H 0.98475 -2.32456 -1.71902
O 0.79313 -3.10756 -1.18951
*
```


Which structure is the least stable? The one labeled version w.